Arrangement 1

Here is C4H6N2O2 in the gas phase from the OMol25 dataset. Energies are from the ωB97M-V functional and the def2-TZVPD basis.

Its spin multiplicity is 1. For the HOMO-LUMO gap, the calculation gives 8.734 eV. As for the net charge: 0.

Last column: natural (NBO) charge in e.
Element x y z (Å)
H  -3.6414  0.4144  0.1259  0.35
N  -3.1289  -0.5876  0.0465  -0.71
C  -1.9635  -0.2911  -0.0830  0.65
N  -0.9206  -1.1235  -0.1061  -0.61
C  0.2393  -0.3626  -0.0302  0.43
O  1.3389  -1.0842  0.1832  -0.49
C  2.3317  0.1002  -0.0438  -0.31
C  0.0041  0.9644  0.1031  -0.16
O  -1.4662  0.9752  0.1098  -0.50
H  -0.6667  -2.0322  0.1547  0.43
H  3.2641  -0.5615  -0.3646  0.23
H  2.2874  0.5253  0.9895  0.22
H  1.9580  0.9964  -0.8191  0.23
H  0.3637  2.0667  -0.2661  0.25

***

Arrangement 2

Here is C4H6N2O2 in the gas phase from the OMol25 dataset. Energies are from the ωB97M-V functional and the def2-TZVPD basis.

Its spin multiplicity is 1. For the HOMO-LUMO gap, the calculation gives 9.300 eV. As for the net charge: 0.

Last column: natural (NBO) charge in e.
Element x y z (Å)
C  -2.4986  -0.2832  -0.7218  -0.06
N  -1.3408  -0.2851  -0.1263  -0.31
N  -0.3996  0.4041  -0.8574  -0.37
C  0.8098  0.3969  -0.3825  0.46
C  1.7787  1.1972  -1.2243  0.38
O  2.9544  1.3120  -0.9329  -0.47
O  1.3758  -0.0646  0.7131  -0.46
C  0.6523  -0.7594  1.7283  -0.25
H  -2.6818  0.1522  -1.7240  0.17
H  -3.3447  -0.7596  -0.2033  0.18
H  1.2770  1.5235  -2.1905  0.14
H  0.2187  -1.6717  1.2941  0.20
H  1.3887  -0.9963  2.4925  0.20
H  -0.1899  -0.1661  2.1348  0.20

***

Arrangement 3

Here is a molecular structure, C4H6N2O2 from the OMol25 dataset. Energies are from the ωB97M-V functional and the def2-TZVPD basis.

Its spin multiplicity is 1. For the HOMO-LUMO gap, the calculation gives 8.485 eV. As for the net charge: 0.

Last column: natural (NBO) charge in e.
Element x y z (Å)
C  2.5062  0.0927  0.1975  -0.65
C  1.0354  -0.0849  -0.4921  0.45
C  -1.0308  -0.4636  -0.0712  0.13
C  -0.8703  0.9050  -0.1130  0.49
H  2.2115  0.7697  1.3328  0.24
H  3.1978  0.5140  -0.4719  0.22
H  3.0370  -0.9545  0.3793  0.23
H  -2.0532  -2.1883  -0.5493  0.38
H  -2.2562  -1.4947  1.0842  0.37
H  -2.5527  1.9795  -0.6342  0.50
N  0.1226  -1.1147  -0.3801  -0.46
N  -2.2184  -1.1465  0.0280  -0.82
O  -1.5874  2.0191  0.0349  -0.66
O  0.4585  1.1673  -0.3448  -0.42

***

Most stable structure, least stable structure: arrangement 2, arrangement 1.

***

Arrangement 1

Here is a molecular structure, C4H6N2O2 from the OMol25 dataset. Energies are from the ωB97M-V functional and the def2-TZVPD basis.

Its spin multiplicity is 1. For the HOMO-LUMO gap, the calculation gives 8.272 eV. As for the net charge: 0.

Last column: natural (NBO) charge in e.
Element x y z (Å)
C  1.1708  -1.3174  0.2081  -0.63
C  -1.0487  0.2313  -0.3725  0.57
C  0.6076  1.2234  -0.2227  0.58
C  0.4749  -0.1812  -0.4258  0.00
N  -2.0886  -0.2974  0.3892  -0.82
O  -0.5240  -0.4886  -1.4427  -0.46
O  1.7155  1.9157  -0.0003  -0.63
N  -0.6294  1.5845  -0.1436  -0.57
H  1.4639  2.8269  0.2209  0.50
H  -2.5442  -1.0844  -0.0581  0.40
H  -2.7035  0.4339  0.7300  0.40
H  1.6578  -0.9987  1.1345  0.22
H  1.9502  -1.7012  -0.4605  0.21
H  0.4977  -2.1470  0.4436  0.23

***

Arrangement 2

Here is C4H6N2O2 in the gas phase from the OMol25 dataset. Energies are from the ωB97M-V functional and the def2-TZVPD basis.

Its spin multiplicity is 1. For the HOMO-LUMO gap, the calculation gives 10.480 eV. As for the net charge: 0.

Last column: natural (NBO) charge in e.
Element x y z (Å)
H  -0.5720  1.8831  0.3870  0.33
N  -0.7322  1.5515  1.3581  -0.57
C  -0.3482  0.3924  1.6132  0.08
C  0.4267  -0.5340  0.7671  0.22
C  1.1367  -1.5447  1.2674  -0.39
O  0.5577  -0.2070  -0.5776  -0.53
C  -0.5796  0.0739  -1.2857  0.87
N  -0.2706  0.8287  -2.3715  -0.83
O  -1.6829  -0.2758  -0.9800  -0.60
H  -0.4929  0.0274  2.6369  0.18
H  1.7392  -2.1703  0.6264  0.22
H  1.1029  -1.7833  2.3111  0.21
H  0.6863  0.8745  -2.6623  0.40
H  -0.9712  0.8836  -3.0900  0.41

***

Most stable structure, least stable structure: arrangement 2, arrangement 1.